[1]
{
  "formula": "C5H8BrN3",
  "method": "ωB97M-V/def2-TZVPD",
  "relative_energy_kcal_mol": 131.05,
  "gap_ha": [0.260, 0.263],
  "total_charge": 0,
  "lumo_ev": [-0.8, -1.0],
  "symbols": ["H", "H", "C", "Br", "C", "H", "H", "C", "N", "C", "H", "N", "H", "C", "H", "H", "N"],
  "positions_angstrom": [[-2.58, -2.59, 0.17], [-1.29, -2.42, 1.23], [-1.58, -2.93, 0.27], [2.58, 2.74, -2.27], [0.85, 1.68, -0.14], [-1.44, -4.01, 0.22], [1.05, 3.79, 0.36], [1.03, 1.84, -1.54], [-0.38, -0.34, 0.14], [1.25, 2.82, 0.82], [-0.87, -0.71, 0.96], [0.08, 0.81, 0.47], [-0.73, -3.00, -1.59], [-0.19, -1.15, -0.93], [0.74, 2.86, 1.78], [2.35, 2.88, 0.89], [-0.88, -2.27, -0.86]]
}

***

[2]
{
  "formula": "C6H8S2",
  "method": "ωB97M-V/def2-TZVPD",
  "relative_energy_kcal_mol": 90.95,
  "gap_ha": 0.314,
  "total_charge": 0,
  "lumo_ev": 0.5,
  "symbols": ["S", "C", "C", "H", "C", "C", "H", "C", "H", "H", "H", "C", "H", "S", "H", "H"],
  "positions_angstrom": [[-1.44, 1.49, 0.37], [-1.03, -0.50, -1.26], [-0.13, -0.98, 1.16], [2.05, -0.27, 1.09], [1.03, 0.60, -0.58], [-1.41, -0.35, 0.61], [-0.28, -1.16, 2.16], [-0.41, 0.89, -1.06], [1.55, 1.58, -0.53], [0.87, 1.10, 1.40], [-0.51, -1.26, -1.65], [0.99, 0.16, 0.90], [0.21, -1.87, 0.80], [-2.53, -0.99, -0.53], [1.62, -0.08, -1.10], [-0.58, 1.66, -1.78]]
}

***

[3]
{
  "formula": "C7H12FN3O",
  "method": "ωB97M-V/def2-TZVPD",
  "relative_energy_kcal_mol": 102.74,
  "gap_ha": [0.304, 0.304],
  "total_charge": 0,
  "lumo_ev": [0.8, 0.8],
  "symbols": ["C", "N", "F", "H", "H", "N", "H", "C", "O", "H", "C", "H", "H", "C", "C", "N", "C", "H", "H", "H", "H", "C", "H", "H"],
  "positions_angstrom": [[-2.81, 3.72, -1.09], [-0.11, 1.26, 0.04], [-0.12, 0.65, 2.14], [-2.55, 1.59, -1.76], [-1.82, 2.00, 0.86], [0.55, 0.56, 0.94], [1.65, -4.99, 0.87], [2.07, -4.00, 0.50], [2.40, 0.12, -1.30], [0.08, -3.09, 0.91], [1.09, -2.79, 0.62], [0.31, 1.29, -0.88], [1.76, -3.60, 2.50], [-1.19, 1.98, -0.09], [-1.88, 2.44, -1.30], [1.34, -1.54, -0.04], [2.20, -3.09, 1.66], [2.78, -4.07, -0.37], [-3.80, 3.32, -0.53], [-2.31, 4.54, -0.62], [-3.22, 4.09, -1.97], [1.86, -0.76, -0.77], [2.91, -2.32, 1.65], [-1.18, 2.69, -1.97]]
}

***

[4]
{
  "formula": "C21H18BCl3F2N6S2Tl",
  "method": "ωB97M-V/def2-TZVPD",
  "relative_energy_kcal_mol": 6.83,
  "gap_ha": 0.209,
  "total_charge": -1,
  "lumo_ev": 1.8,
  "symbols": ["C", "C", "N", "B", "C", "S", "C", "C", "H", "N", "Cl", "H", "H", "C", "C", "C", "C", "S", "C", "H", "C", "Cl", "C", "N", "F", "H", "H", "C", "F", "C", "H", "C", "H", "C", "C", "N", "N", "C", "C", "H", "H", "C", "H", "Tl", "N", "H", "Cl", "H", "H", "H", "H", "C", "H", "H"],
  "positions_angstrom": [[-1.62, 2.00, 2.66], [0.67, -0.75, -5.90], [3.87, -1.82, 0.24], [3.36, 0.87, 2.70], [0.12, -0.84, -4.53], [4.46, 0.72, -0.47], [-2.95, -0.85, -0.55], [-3.21, -3.59, -0.29], [-1.92, 1.61, 3.64], [-1.53, 1.07, -0.78], [-0.56, -1.26, -7.08], [-1.99, 4.39, -1.02], [3.50, 0.61, 3.88], [0.67, 1.04, 2.53], [-4.19, -1.48, -0.49], [-4.36, -2.84, -0.36], [3.26, -1.68, 2.34], [0.11, -0.58, 2.52], [-1.95, -3.04, -0.37], [-4.37, 3.63, -0.80], [-2.25, 3.34, -0.92], [2.10, -1.79, -5.96], [-3.84, 1.56, -0.68], [3.54, -0.42, 1.87], [-3.35, -4.94, -0.16], [-5.35, -3.28, -0.31], [2.91, -1.84, 3.34], [1.85, 2.91, 2.63], [-5.36, -0.76, -0.56], [4.11, -2.34, -1.08], [2.74, 3.50, 2.64], [3.93, -0.50, 0.57], [-1.99, 1.31, 1.90], [-2.79, 0.63, -0.68], [3.45, -2.56, 1.34], [-0.26, -0.90, -3.45], [-0.18, 2.10, 2.58], [-3.56, 2.91, -0.80], [0.55, 3.27, 2.66], [-1.10, -3.70, -0.31], [3.33, -3.63, 1.29], [-1.79, -1.66, -0.50], [-0.21, 2.63, -0.96], [0.44, -0.64, -0.56], [1.92, 1.54, 2.53], [0.08, 4.24, 2.71], [1.16, 0.93, -6.15], [3.24, -2.19, -1.72], [4.96, -1.81, -1.52], [-2.04, 2.99, 2.51], [-4.86, 1.24, -0.58], [-1.26, 2.37, -0.90], [4.33, -3.41, -1.00], [4.14, 1.70, 2.31]]
}

***

Copy entry 1 word for word.
{
  "formula": "C5H8BrN3",
  "method": "ωB97M-V/def2-TZVPD",
  "relative_energy_kcal_mol": 131.05,
  "gap_ha": [0.260, 0.263],
  "total_charge": 0,
  "lumo_ev": [-0.8, -1.0],
  "symbols": ["H", "H", "C", "Br", "C", "H", "H", "C", "N", "C", "H", "N", "H", "C", "H", "H", "N"],
  "positions_angstrom": [[-2.58, -2.59, 0.17], [-1.29, -2.42, 1.23], [-1.58, -2.93, 0.27], [2.58, 2.74, -2.27], [0.85, 1.68, -0.14], [-1.44, -4.01, 0.22], [1.05, 3.79, 0.36], [1.03, 1.84, -1.54], [-0.38, -0.34, 0.14], [1.25, 2.82, 0.82], [-0.87, -0.71, 0.96], [0.08, 0.81, 0.47], [-0.73, -3.00, -1.59], [-0.19, -1.15, -0.93], [0.74, 2.86, 1.78], [2.35, 2.88, 0.89], [-0.88, -2.27, -0.86]]
}